{
  "formula": "C15H52F3N14O15S",
  "method": "the ωB97M-V functional and the def2-TZVPD basis",
  "species": ["C", "F", "F", "F", "S", "O", "O", "O", "C", "O", "N", "N", "H", "H", "H", "H", "C", "O", "N", "N", "H", "H", "H", "H", "C", "O", "N", "N", "H", "H", "H", "H", "C", "O", "N", "N", "H", "H", "H", "H", "C", "O", "N", "N", "H", "H", "H", "H", "C", "O", "N", "N", "H", "H", "H", "H", "C", "O", "N", "N", "H", "H", "H", "H", "C", "C", "O", "H", "H", "H", "H", "H", "H", "C", "C", "O", "H", "H", "H", "H", "H", "H", "C", "O", "H", "H", "H", "H", "C", "O", "H", "H", "H", "H", "C", "O", "H", "H", "H", "H"],
  "coordinates": [[0.79, 0.82, 0.41], [-0.48, 0.75, 0.76], [1.01, 2.11, -0.03], [1.64, 0.65, 1.41], [0.99, -0.32, -1.05], [2.00, 0.29, -1.90], [1.47, -1.57, -0.42], [-0.34, -0.22, -1.68], [5.34, -0.53, 0.42], [6.35, -0.76, 1.10], [4.52, 0.38, 0.90], [5.01, -1.25, -0.77], [3.65, 0.46, 0.44], [4.64, 0.40, 1.91], [4.33, -0.98, -1.51], [5.87, -1.74, -1.13], [-5.65, 1.36, 1.87], [-6.06, 2.41, 2.25], [-4.86, 1.22, 0.76], [-5.83, 0.25, 2.68], [-5.02, 1.96, 0.13], [-4.80, 0.26, 0.34], [-5.56, -0.63, 2.26], [-6.38, 0.34, 3.56], [-3.37, -1.66, -0.41], [-4.48, -1.60, 0.21], [-3.22, -1.14, -1.65], [-2.32, -2.36, 0.12], [-2.24, -1.08, -1.96], [-3.94, -0.58, -1.96], [-2.39, -2.45, 1.14], [-1.39, -2.29, -0.22], [-2.82, 4.81, 1.91], [-2.20, 5.74, 1.46], [-2.30, 3.51, 1.78], [-3.98, 4.94, 2.59], [-1.65, 3.44, 0.99], [-2.89, 2.71, 2.01], [-4.40, 5.85, 2.58], [-4.67, 4.21, 2.64], [-3.71, 1.82, -3.28], [-4.61, 1.14, -2.86], [-3.93, 2.78, -4.29], [-2.38, 1.75, -2.86], [-4.83, 2.85, -4.66], [-3.22, 3.46, -4.61], [-1.62, 2.15, -3.37], [-2.24, 1.31, -1.98], [3.27, -3.53, 2.44], [3.80, -3.79, 3.55], [3.97, -3.30, 1.25], [1.91, -3.38, 2.33], [3.66, -2.79, 0.42], [4.88, -3.04, 1.58], [1.45, -3.25, 3.20], [1.57, -2.85, 1.57], [-1.29, 5.02, -2.70], [-1.39, 4.57, -3.89], [-0.09, 5.65, -2.37], [-2.19, 4.80, -1.70], [0.09, 5.94, -1.45], [0.70, 5.50, -2.90], [-2.08, 5.34, -0.85], [-3.11, 4.67, -2.10], [-1.83, -5.67, 1.32], [-0.68, -6.18, 0.48], [-0.01, -7.24, 1.10], [-1.40, -5.50, 2.33], [-2.50, -6.43, 1.51], [-2.14, -4.70, 0.95], [-0.01, -5.37, 0.19], [-0.97, -6.70, -0.41], [0.38, -6.85, 1.86], [4.63, -3.44, -3.84], [3.23, -2.78, -4.10], [3.55, -1.52, -4.60], [5.31, -3.16, -4.66], [4.64, -4.48, -3.74], [5.06, -3.09, -2.89], [2.80, -2.61, -3.11], [2.62, -3.41, -4.78], [3.43, -0.78, -3.99], [0.44, 2.50, 3.62], [-0.58, 1.87, 4.45], [0.08, 2.82, 2.66], [0.88, 3.39, 4.16], [1.28, 1.77, 3.51], [-1.39, 2.43, 4.34], [3.84, 2.43, -3.84], [2.57, 2.55, -3.21], [4.68, 2.07, -3.22], [3.77, 1.67, -4.64], [4.09, 3.40, -4.28], [2.39, 1.71, -2.81], [1.83, -1.40, 5.27], [0.75, -1.97, 4.57], [2.37, -2.08, 5.97], [2.46, -0.96, 4.44], [1.36, -0.58, 5.81], [0.04, -2.25, 5.12]],
  "homo_lumo_gap_ev": 9.6,
  "largest_force_ha_per_bohr": 0.08631,
  "charge": -1
}